40
Properties=species:S:1:pos:R:3 method="wB97M-V/def2-TZVPD" orbital_gap_ev=8.65 e_tot_ev=-50036.08327 total_charge=0 multiplicity=1 de_lowest_kcal_mol=54.3 homo_ev=-9.4 lumo_energy_ev=-0.74
S 1.51 0.79 -4.43
F -5.21 2.27 3.19
F -5.86 0.49 4.20
F -5.50 0.52 1.98
O 2.12 0.87 -7.11
O -0.34 1.38 1.89
O 2.93 -2.73 -4.58
O 3.58 -0.37 -0.25
N -4.95 -1.96 5.55
N 2.50 -1.03 -6.09
C 1.92 -1.29 -2.52
C 1.46 -0.55 -1.40
C 2.23 -0.18 -0.30
C 2.54 -1.59 -4.80
C -0.51 0.54 -0.29
C -2.49 1.11 2.66
C 4.18 0.75 -1.03
C -5.03 0.93 3.24
C -4.09 -1.27 5.08
C 1.60 0.37 0.83
C -1.20 0.67 2.61
C -1.79 -0.92 4.42
C -3.18 -0.49 4.32
C -0.84 -0.35 3.60
C 2.08 0.20 -5.99
C 2.05 -0.77 -3.78
C 0.20 0.65 0.86
C 0.10 -0.14 -1.38
C -3.56 0.51 3.38
H 2.23 0.39 1.70
H 2.19 -2.27 -2.21
H -1.51 -1.75 5.13
H 0.14 -0.72 3.48
H 2.26 0.21 -7.80
H -0.59 -0.26 -2.28
H 4.95 0.31 -1.67
H -2.79 1.88 1.94
H 4.67 1.38 -0.21
H -1.50 1.10 -0.32
H 3.50 1.32 -1.60